{"formula": "C40H76F12O20", "method": "ωB97M-V with the def2-TZVPD basis set", "homo_lumo_gap_ev": 8.81, "fmax_ha_per_bohr": 0.128, "lumo_ha": -0.0045, "total_energy_ha": -4272.5126, "smiles": "CCOC(=O)C(F)(F)F.CCOC(=O)C(F)(F)F.CCOC(=O)C(F)(F)F.CCOC(=O)C(F)(F)F.COCCOCCOC.COCCOCCOC.COCCOCCOC.COCCOCCOC", "relative_energy_ev": 5.6286, "e_homo_ev": -8.93, "elements": ["H", "O", "H", "C", "C", "H", "F", "C", "C", "H", "C", "O", "F", "H", "H", "C", "C", "C", "H", "C", "H", "H", "H", "H", "H", "H", "C", "H", "O", "O", "C", "C", "H", "H", "H", "C", "H", "O", "C", "O", "F", "C", "H", "H", "C", "H", "H", "H", "H", "H", "O", "H", "O", "H", "H", "C", "H", "C", "H", "F", "O", "H", "C", "H", "O", "H", "H", "H", "C", "H", "H", "F", "O", "F", "C", "H", "F", "O", "F", "H", "H", "H", "H", "H", "F", "H", "C", "C", "H", "H", "H", "H", "C", "O", "H", "C", "H", "H", "C", "H", "H", "H", "H", "C", "F", "H", "H", "H", "F", "H", "C", "C", "C", "H", "C", "H", "O", "H", "H", "C", "H", "O", "H", "O", "H", "C", "C", "C", "H", "H", "H", "F", "H", "C", "C", "O", "H", "H", "H", "H", "O", "H", "O", "C", "C", "H", "C", "O"], "xyz": [[-2.195, -1.825, -8.030], [1.454, 2.434, 2.289], [-1.189, -1.126, 3.408], [1.048, -1.025, -0.081], [8.476, 3.016, -2.413], [6.241, -4.145, -5.809], [9.205, 0.710, 0.256], [-4.669, -2.305, 6.957], [0.906, 0.153, -2.270], [-6.328, -1.502, 11.176], [-7.571, 2.213, -1.423], [-3.642, -1.896, -2.769], [4.447, 0.019, -2.809], [2.451, 2.694, 0.445], [-2.702, -3.667, -1.078], [-1.633, -5.550, -2.288], [-5.585, 3.660, -1.264], [0.290, 1.779, 4.408], [5.453, 1.726, 0.294], [-4.993, -1.003, 7.747], [0.961, 1.820, 0.393], [-5.319, -0.853, -2.962], [-3.932, 3.644, 0.328], [2.144, 3.785, 4.206], [6.132, -5.928, -5.882], [0.839, 3.521, 0.567], [-9.090, 2.175, -1.400], [-1.883, -1.342, -6.351], [1.288, 0.084, -0.922], [7.055, 0.322, 1.951], [2.530, 4.213, 6.138], [-2.207, -2.161, -6.993], [-5.002, -3.396, -3.131], [-3.828, 0.901, -2.598], [1.779, 5.003, 6.118], [-5.853, -0.524, 11.241], [-5.567, 3.259, 0.897], [-0.540, -2.210, 1.341], [-4.403, -1.028, -3.526], [7.640, 2.406, 2.633], [10.237, 1.970, 1.681], [-2.124, -1.507, 2.995], [7.688, 4.517, -3.537], [-4.348, 0.997, -4.285], [2.156, 3.181, 5.113], [-0.159, 0.132, -2.500], [-0.766, 1.548, -4.598], [-0.894, -0.152, 0.509], [3.422, 6.717, 6.581], [1.373, -0.695, -2.770], [-2.410, 0.364, -4.083], [1.890, -4.992, -5.771], [-2.757, -4.808, -2.724], [-1.842, 2.331, -3.374], [7.892, 3.342, -4.531], [-1.730, -2.640, 1.936], [-6.447, 0.475, 9.355], [0.196, 2.205, 2.907], [-0.571, -4.524, -5.352], [-5.821, -2.751, 6.405], [3.787, 4.709, 5.982], [2.899, 2.384, 5.064], [-3.784, 0.403, -3.566], [4.047, 0.678, 0.602], [4.304, -5.009, -5.777], [-4.885, -0.564, 11.741], [5.057, 6.226, 6.684], [-4.541, -1.450, -4.522], [-4.885, 3.195, 0.049], [4.105, -2.832, -5.705], [9.437, 3.487, -2.621], [-9.535, 1.625, -0.296], [-1.349, -3.293, -6.782], [-9.817, 3.324, -1.358], [7.536, 3.438, -3.506], [-2.182, 2.115, -5.198], [3.674, 2.108, -2.864], [-5.060, 0.110, 7.138], [-9.601, 1.373, -2.362], [-3.255, -2.368, -6.774], [-4.707, -0.732, 2.862], [2.455, 3.783, 7.137], [-4.068, -1.143, 1.224], [1.370, 0.993, -2.787], [-3.806, -2.065, 5.972], [-4.774, 2.111, 0.052], [4.402, 1.165, -3.521], [-3.481, -4.140, -1.677], [8.107, 3.221, -1.408], [-1.987, -6.491, -1.867], [-0.364, 3.138, 2.971], [2.336, -4.200, -4.354], [-4.456, -3.054, -2.252], [1.476, -2.934, -5.793], [-2.526, -2.691, 1.194], [-1.792, 1.707, -4.266], [-1.141, -1.551, -0.466], [3.960, 5.497, 7.752], [5.134, 0.746, 0.647], [3.565, -3.756, -7.144], [1.553, -1.892, -0.507], [5.856, -4.785, -7.240], [-6.453, 0.177, 11.821], [9.391, 1.014, 1.547], [9.919, 0.008, 2.218], [-4.753, 0.724, 9.909], [-5.238, 3.065, -2.108], [0.446, -2.865, -3.917], [-4.148, -3.169, 7.813], [0.084, -1.617, -5.022], [5.667, -4.991, -6.187], [7.936, 1.325, 2.097], [5.643, 0.520, 2.060], [-5.411, 4.712, -1.491], [3.664, -3.764, -6.058], [-0.991, -5.875, -3.107], [6.597, 1.043, -4.487], [-0.934, -4.963, -1.693], [5.238, -0.393, 2.497], [2.298, -4.040, -5.432], [-3.997, -4.879, -1.063], [-2.764, -0.310, 2.468], [1.493, -0.847, 0.898], [6.202, 2.930, -3.313], [8.730, 1.957, -2.446], [5.832, 1.672, -3.754], [1.448, 2.670, 0.870], [4.041, 5.831, 6.718], [-4.507, 0.480, 1.564], [-2.651, -1.960, 3.835], [1.048, 0.996, 4.419], [3.892, 0.943, -4.709], [5.453, 1.388, 2.691], [0.296, -2.686, -4.982], [-5.584, 0.021, 9.841], [-6.872, 1.230, -1.817], [-1.544, -3.602, 2.415], [5.334, 0.042, -0.161], [-0.403, 1.439, 2.415], [-5.217, -2.741, -1.538], [-6.998, 3.451, -1.239], [-0.673, 1.422, 4.773], [-5.194, -1.073, 9.045], [-0.505, -1.154, 0.325], [-4.082, -0.409, 2.030], [-1.817, -3.360, -4.830], [-0.942, -3.505, -5.464], [0.768, 2.796, 5.345]], "forces_ev_per_a": [[0.4698, -0.3059, -0.0291], [0.4849, -0.0471, 0.0729], [0.0588, -0.0674, -0.1275], [-1.9695, 0.2215, -0.0180], [0.6894, -1.2865, -0.3829], [-0.1214, 0.0760, 1.0530], [0.6046, -0.2054, -0.2595], [-0.6554, 1.1905, 0.7133], [0.5153, -1.5184, -0.6465], [0.0197, 0.1117, 0.2252], [5.7808, -0.9763, -2.9649], [0.1243, -2.1614, 1.9585], [-0.4039, 0.7537, -0.3678], [0.0614, 0.3067, 0.5627], [-0.2572, 0.4105, 0.4269], [-0.1935, -0.2302, -0.3862], [1.1763, -1.1203, 0.1897], [2.0544, 0.7179, -0.4889], [-0.1336, 0.0942, -0.0023], [-0.4653, 5.9713, -1.8842], [0.0390, -0.1259, -0.1022], [-0.7376, -0.0077, -0.5814], [-0.1693, 0.2176, -0.4400], [0.4247, -0.6493, -0.5528], [-0.0723, 0.1120, -0.1037], [0.2572, 0.5406, 0.2961], [-3.3638, -0.1805, 0.4319], [-0.0886, 0.2280, -0.0203], [0.1719, 1.4062, 1.0274], [2.4433, -0.2560, -0.3062], [-1.7510, -0.5550, 1.7747], [0.5439, -0.1613, 0.6108], [0.0296, -0.5692, 0.0089], [0.1235, -0.1769, 0.2474], [-0.1996, 0.2434, -0.1836], [0.3564, 0.4022, -0.3803], [-0.1233, 0.8337, 0.0565], [1.5032, 0.8303, -0.6663], [0.2914, 1.6112, 0.5672], [1.2463, -2.6362, -1.6842], [0.5957, 2.0357, -0.2935], [-0.1692, -0.4573, -0.6551], [-1.9507, 0.5764, 0.7596], [-0.4367, 0.0739, 0.0376], [-1.1037, 1.3334, -0.7784], [-0.2253, 0.0342, 0.3993], [0.2372, -0.3631, 0.7282], [0.1005, -0.0413, 1.0145], [-0.6609, -0.2301, -0.4169], [-0.1960, -0.4507, -0.3586], [0.0022, 1.2561, 0.6995], [0.0324, -0.0320, -0.6198], [-0.3368, 0.4815, -0.4469], [-0.1804, 0.0403, -0.1555], [0.0171, -1.5420, -0.0372], [-0.5982, 3.0548, 0.5567], [0.0397, 0.2054, 0.1596], [-0.2321, 0.7462, 1.1629], [-0.5373, -0.3891, -0.3899], [0.7391, -0.2419, 0.4084], [1.6743, -0.0702, -2.6380], [-0.3441, -0.3823, -0.0376], [1.3262, -0.6968, -1.3440], [-0.2883, 0.5910, 0.4702], [1.8711, 0.8614, -0.0338], [-0.1228, -0.4988, 0.1675], [0.2535, -0.6060, -0.8135], [-0.3294, 0.2444, -0.2274], [-1.1187, -0.8068, -0.0069], [0.4195, -0.2598, 0.3284], [-0.0258, 0.3817, 0.3715], [0.8091, -1.5338, 2.1326], [-0.1848, 0.3722, -1.3443], [1.6044, 0.4181, -1.5143], [0.9974, 0.1780, -0.5866], [-0.7755, 0.6566, 0.3953], [0.1978, -1.0869, -0.4103], [0.2815, -4.2240, 1.6600], [1.0512, 0.9720, -0.4166], [-0.1116, -0.3523, 0.3057], [-0.4017, -0.0837, -0.1029], [-0.1665, -0.2454, 0.4705], [-0.6704, -0.3878, -0.0863], [-0.0924, 0.4303, 0.6805], [-0.2056, -0.1395, 0.3152], [0.4415, -0.0861, -0.5647], [0.7909, 1.0835, 1.2648], [0.4829, 0.5520, -1.0698], [0.0207, 0.3769, -0.1634], [0.2456, 0.0694, 0.7902], [-0.3144, 0.2704, -0.5621], [0.3857, 0.5421, 0.3575], [1.9761, 0.4090, -1.2239], [-0.9914, 0.2062, 1.0666], [-0.2194, -0.4140, -0.1190], [-0.6167, -2.1606, -0.8924], [0.1032, 0.1143, -0.5727], [-0.2925, 0.5043, 0.6615], [-1.0197, 0.3051, -0.4367], [-0.1798, 0.6333, -0.1680], [-0.5911, -0.5107, -0.0209], [-0.7368, -0.6678, -0.6522], [-0.1780, -0.0840, -0.1453], [-2.5260, -0.8920, 0.5681], [-0.0187, -1.4096, 0.0307], [-0.1568, 0.2223, -0.3792], [0.3731, 0.0837, -0.0023], [0.2994, -0.4815, 0.1334], [-0.0632, -0.8165, -0.3457], [0.1496, 0.1380, -0.3886], [0.2888, 0.2180, 0.1009], [-1.8890, 2.7484, 2.0349], [-0.1100, 0.1387, -0.7996], [-0.3968, -0.0691, 0.2038], [-1.4352, -2.1127, -0.0870], [-0.4946, 0.2950, -0.6728], [-2.0919, 0.6317, 1.9169], [-0.3351, 0.0065, 0.7312], [0.1631, 0.1194, 0.0838], [-0.7134, 0.9239, -0.2913], [-0.3297, 0.0283, 0.0705], [1.5053, 0.0922, 0.4858], [0.4482, 0.3859, -0.1810], [-1.8603, -0.6686, 0.4121], [-0.3097, -0.2271, -0.0269], [4.6531, 1.0656, -2.5236], [-1.2715, -1.1269, 0.3109], [0.6021, 0.6974, 2.2658], [0.6098, 0.4289, 0.4607], [-0.6191, 0.1904, -0.0419], [-0.1578, -0.5568, 0.2305], [-0.7244, -0.2615, -0.1644], [-0.1280, -0.1372, 0.0022], [-0.4167, 0.1103, -1.0845], [-0.3665, 0.7833, 0.3664], [-3.2688, 3.3096, 2.0506], [-0.0435, 0.1321, -0.0010], [0.9909, -0.4720, 0.5356], [-0.0199, -0.1094, -0.3425], [0.2955, 0.2674, 0.3661], [-2.7314, -1.0792, 0.8004], [0.0739, 0.1601, -0.0994], [0.7573, -2.8842, -0.8583], [0.9472, -2.1250, -0.9441], [-0.1423, -1.4660, -0.2969], [0.2130, 0.0062, 0.6374], [0.8322, 0.4044, 0.7245], [0.5613, -0.6998, -0.6962]], "mulliken_charge": [0.315, -0.214, 0.185, -0.783, -1.029, 0.306, -0.233, 0.876, -1.077, 0.313, 0.462, 0.068, -0.226, 0.163, -0.346, -0.753, -0.041, -0.758, 0.323, 0.393, -0.128, 0.500, 0.483, 0.162, 0.259, 0.396, 0.780, 0.048, 0.002, -0.304, -0.690, -0.445, 0.420, 0.045, 0.342, -1.088, 0.379, -0.468, -0.766, -0.572, -0.234, -0.207, 0.372, 0.375, -0.081, 0.504, 0.232, 0.068, 0.317, 0.282, 0.062, 0.247, -0.360, 0.349, 0.352, -0.070, 0.331, 0.020, 0.186, -0.249, -0.255, 0.190, -0.343, 0.188, -0.309, 0.293, 0.265, 0.240, -0.896, 0.294, 0.420, -0.255, -0.460, -0.241, -0.338, 0.346, -0.249, -0.585, -0.225, 0.238, 0.270, 0.395, 0.050, 0.281, -0.299, -0.049, 1.156, 0.221, 0.231, 0.344, 0.259, 0.288, -1.017, -0.441, -0.138, -0.972, -0.209, 0.328, -0.883, 0.282, 0.516, 0.310, 0.356, 0.869, -0.262, 0.279, 0.159, 0.278, -0.240, -0.037, -0.780, 0.450, -0.429, 0.295, -0.303, 0.237, -0.546, 0.269, 0.304, -0.384, 0.479, -0.235, 0.144, -0.283, 0.313, 0.087, -0.353, -0.815, -0.058, 0.175, 0.399, -0.237, 0.380, -0.038, -0.253, -0.514, 0.403, 0.375, 0.209, 0.457, -0.346, 0.297, -0.187, 0.533, -0.178, 0.258, -0.136, -0.423]}